# 1
Molecular formula: C34H36MnNO13P2
Method: DFT, ωB97M-V/def2-TZVPD

```
87
Properties=species:S:1:pos:R:3
Mn 0.665 2.741 -0.811
C -0.158 -4.919 -1.798
C -0.203 -4.181 -0.453
C -0.210 -5.178 0.696
O 0.913 -3.300 -0.323
C 0.554 -2.067 -0.883
C -0.991 -2.140 -1.022
O -1.334 -3.324 -0.359
C -1.711 -0.858 -0.551
O -0.887 0.200 -1.053
C -2.064 -0.735 0.921
C -2.829 -1.733 1.528
C -3.212 -1.612 2.850
C -2.874 -0.476 3.571
C -2.157 0.540 2.959
C -1.759 0.419 1.640
C -3.066 -0.668 -1.245
C -3.659 -1.643 -2.041
C -4.897 -1.412 -2.616
C -5.568 -0.219 -2.391
C -5.001 0.739 -1.568
C -3.765 0.512 -0.992
C 1.117 -0.886 -0.059
O 0.393 0.343 -0.386
C 1.077 -0.995 1.455
C 1.888 -0.115 2.172
C 1.907 -0.133 3.554
C 1.104 -1.030 4.244
C 0.296 -1.904 3.541
C 0.281 -1.885 2.156
C 2.566 -0.747 -0.512
C 3.537 -1.507 0.134
C 4.861 -1.427 -0.259
C 5.223 -0.587 -1.299
C 4.253 0.130 -1.979
C 2.919 0.033 -1.605
H 0.703 -5.581 -1.806
H -0.057 -4.223 -2.627
H -1.066 -5.503 -1.928
H 0.728 -5.720 0.690
H -1.033 -5.872 0.571
H -0.311 -4.671 1.648
H 0.993 -1.956 -1.887
H -1.207 -2.222 -2.097
H -3.107 -2.606 0.959
H -3.794 -2.396 3.311
H -3.181 -0.378 4.601
H -1.917 1.439 3.505
H -1.215 1.230 1.170
H -3.191 -2.600 -2.197
H -5.335 -2.169 -3.250
H -6.538 -0.053 -2.832
H -5.514 1.661 -1.350
H -3.351 1.259 -0.337
H 2.524 0.556 1.615
H 2.557 0.540 4.098
H 1.116 -1.043 5.323
H -0.325 -2.610 4.070
H -0.352 -2.574 1.632
H 3.248 -2.174 0.930
H 5.602 -2.026 0.248
H 6.258 -0.497 -1.587
H 4.528 0.766 -2.805
H 2.152 0.556 -2.173
N 1.641 3.142 1.414
C 3.090 3.395 1.396
C 3.540 4.134 0.128
C 3.397 3.273 -1.112
O 4.207 3.114 -1.968
O 2.175 2.712 -1.120
H 1.141 4.006 1.619
H 1.420 2.455 2.132
H 3.606 2.430 1.452
H 3.389 3.996 2.263
H 4.580 4.450 0.214
H 2.900 5.007 -0.033
O -2.358 2.663 -2.415
P -2.208 3.521 -1.115
O -3.330 3.617 -0.215
O -0.838 2.908 -0.477
O -1.596 4.912 -1.611
P -0.052 4.866 -2.212
O -0.058 6.032 -3.246
O 0.855 5.044 -1.031
O 0.115 3.539 -2.893
H -1.580 2.769 -2.994
H -0.160 6.911 -2.885
```

Summary:
Multiplicity ... 2
Net charge ... +1
Kohn-Sham gap (alpha / beta) ... 4.381 / 5.008 eV
Largest force on an atom ... 6.9 eV Å⁻¹
Highest occupied orbital energy (alpha / beta) ... -10.9 / -10.9 eV
LUMO (alpha / beta) ... -6.47 / -5.85 eV

Charges obtained by Löwdin population analysis, quoted in units of e: 1.030, 0.033, -0.550, 0.039, 0.016, -0.142, -0.170, -0.010, -0.266, -0.003, -0.152, -0.013, -0.054, -0.072, -0.058, -0.033, -0.120, -0.013, -0.060, -0.063, -0.049, -0.036, -0.236, -0.078, -0.137, -0.056, -0.064, -0.062, -0.042, -0.008, -0.163, -0.015, -0.047, -0.062, -0.069, -0.035, 0.098, 0.089, 0.099, 0.100, 0.099, 0.080, 0.174, 0.154, 0.126, 0.111, 0.107, 0.107, 0.094, 0.112, 0.108, 0.107, 0.113, 0.082, 0.094, 0.106, 0.110, 0.116, 0.092, 0.131, 0.112, 0.110, 0.106, 0.118, 0.073, -0.184, -0.055, -0.467, 0.199, -0.151, 0.118, 0.091, 0.125, 0.136, 0.143, 0.116, -0.049, 0.350, -0.155, -0.323, -0.195, 0.258, -0.016, -0.212, -0.225, 0.078, 0.111

# 2
Molecular formula: C36H24AsCl2N7SSeV
Method: DFT, ωB97M-V/def2-TZVPD

```
73
Properties=species:S:1:pos:R:3
V -0.193 1.098 0.180
S 4.896 6.522 -0.810
N 5.088 4.923 -0.799
C 3.867 4.417 -0.700
C 3.553 2.991 -0.636
C 4.537 2.003 -0.692
C 4.162 0.689 -0.587
C 2.815 0.386 -0.428
N 1.853 1.309 -0.394
C 2.230 2.614 -0.500
C 1.157 3.639 -0.433
N -0.113 3.196 -0.253
C -1.096 4.092 -0.208
C -0.881 5.458 -0.328
C 0.408 5.911 -0.469
C 1.454 4.989 -0.513
C 2.854 5.383 -0.639
N 3.295 6.632 -0.691
H 5.574 2.292 -0.811
H 4.886 -0.114 -0.619
H 2.511 -0.644 -0.324
H -2.095 3.704 -0.060
H -1.720 6.139 -0.295
H 0.630 6.969 -0.545
Se -2.136 0.421 -3.146
N -3.821 0.450 -2.638
C -3.832 0.701 -1.343
C -4.985 0.825 -0.493
C -4.759 1.102 0.807
C -3.417 1.253 1.314
N -2.342 1.143 0.596
C -2.553 0.873 -0.746
N -1.486 0.765 -1.516
H -5.982 0.706 -0.896
H -5.581 1.209 1.502
H -3.269 1.473 2.364
C -4.579 -3.089 -0.321
C -4.173 -2.486 0.865
C -2.865 -2.041 0.998
C -1.957 -2.207 -0.044
C -2.358 -2.817 -1.226
C -3.674 -3.255 -1.361
As -0.173 -1.515 0.236
C 0.650 -2.826 1.356
C 0.469 -2.988 2.718
C 1.142 -4.012 3.370
C 1.994 -4.850 2.655
C 2.170 -4.676 1.288
C 1.490 -3.659 0.628
C 1.582 -3.344 -0.823
C 2.354 -4.035 -1.753
C 2.388 -3.617 -3.076
C 1.668 -2.496 -3.480
C 0.896 -1.805 -2.558
C 0.836 -2.244 -1.244
H -5.596 -3.446 -0.426
H -4.870 -2.369 1.686
H -2.550 -1.589 1.934
H -1.657 -2.973 -2.036
H -3.983 -3.741 -2.278
H -0.198 -2.339 3.278
H 1.003 -4.154 4.434
H 2.522 -5.643 3.166
H 2.838 -5.336 0.748
H 2.933 -4.898 -1.451
H 2.987 -4.162 -3.794
H 1.710 -2.162 -4.509
H 0.364 -0.917 -2.878
Cl -0.886 -0.048 4.044
C 0.255 1.279 4.068
Cl 0.825 1.825 2.431
H 1.151 0.972 4.588
H -0.216 2.142 4.515
```

Summary:
Multiplicity ... 4
Net charge ... +2
Kohn-Sham gap (alpha / beta) ... 6.272 / 6.205 eV
Energy relative to the best compared isomer or geometry (same formula, charge and spin) ... 0.290 eV
Largest force on an atom ... 0.9 eV Å⁻¹
Highest occupied orbital energy (alpha / beta) ... -13.1 / -13.1 eV
LUMO (alpha / beta) ... -6.86 / -6.92 eV

Charges obtained by Löwdin population analysis, quoted in units of e: 0.446, 1.095, -0.190, -0.304, -0.066, 0.047, 0.005, -0.085, -0.012, -0.146, -0.141, 0.004, -0.085, -0.003, 0.048, -0.065, -0.306, -0.190, 0.136, 0.128, 0.091, 0.113, 0.126, 0.136, 1.264, -0.164, -0.359, 0.047, -0.009, -0.076, 0.030, -0.495, -0.298, 0.140, 0.125, 0.122, -0.060, -0.072, -0.133, -0.368, -0.096, -0.058, 1.336, -0.310, -0.103, -0.058, -0.045, -0.004, -0.188, -0.188, 0.001, -0.043, -0.060, -0.115, -0.343, 0.115, 0.115, 0.080, 0.100, 0.116, 0.028, 0.114, 0.117, 0.116, 0.117, 0.117, 0.113, 0.052, 0.626, -0.865, 0.653, 0.044, 0.040

# 3
Molecular formula: C64H65BrClMnN2OP2S
Method: DFT, ωB97M-V/def2-TZVPD

```
138
Properties=species:S:1:pos:R:3
Mn -0.456 1.142 -0.636
C -0.293 5.527 0.065
C -1.646 5.848 0.092
C -2.585 4.838 -0.012
C -2.171 3.506 -0.129
C -0.809 3.147 -0.133
C 0.102 4.204 -0.048
C -3.178 2.417 -0.285
C -4.583 2.667 -0.253
C -5.458 1.638 -0.390
C -4.981 0.314 -0.568
C -5.833 -0.808 -0.689
C -5.309 -2.062 -0.832
C -3.908 -2.240 -0.868
C -3.065 -1.171 -0.763
C -3.587 0.136 -0.605
N -2.724 1.186 -0.449
H 0.449 6.317 0.106
H -1.965 6.880 0.168
H -3.632 5.108 -0.016
H 1.163 3.984 -0.122
H -4.946 3.673 -0.112
H -6.527 1.816 -0.358
H -6.906 -0.654 -0.664
H -5.964 -2.918 -0.928
H -3.497 -3.233 -0.997
H -1.993 -1.292 -0.831
C -0.713 0.476 8.706
S -0.330 1.960 7.759
C -0.571 1.281 6.100
C -0.399 2.367 5.053
C -0.573 1.834 3.630
N 0.320 0.677 3.262
P -0.626 -0.407 2.213
C -2.130 -0.702 3.246
C -2.108 -1.256 4.526
C -3.286 -1.479 5.219
C -4.510 -1.160 4.641
C -4.545 -0.604 3.373
C -3.359 -0.374 2.686
C 0.126 -2.062 2.422
C 0.032 -2.910 1.322
C 0.473 -4.223 1.399
C 1.021 -4.699 2.580
C 1.119 -3.862 3.685
C 0.669 -2.555 3.605
P 1.632 1.425 2.308
C 2.361 2.556 3.565
C 2.351 3.922 3.323
C 2.931 4.802 4.233
C 3.516 4.317 5.389
C 3.531 2.947 5.639
C 2.966 2.075 4.729
C 3.082 0.307 2.268
C 3.374 -0.768 3.093
C 4.544 -1.494 2.920
C 5.447 -1.136 1.931
C 5.178 -0.044 1.117
C 4.000 0.665 1.276
H -0.614 0.719 9.762
H -0.020 -0.330 8.465
H -1.734 0.147 8.514
H -1.571 0.845 6.043
H 0.159 0.487 5.932
H 0.563 2.856 5.190
H -1.164 3.137 5.193
H -0.470 2.649 2.901
H -1.609 1.499 3.554
H -1.169 -1.508 4.995
H -3.249 -1.908 6.213
H -5.430 -1.345 5.181
H -5.489 -0.345 2.911
H -3.392 0.077 1.707
H -0.366 -2.536 0.386
H 0.408 -4.861 0.527
H 1.380 -5.718 2.640
H 1.549 -4.229 4.609
H 0.756 -1.904 4.466
H 1.870 4.304 2.434
H 2.916 5.866 4.034
H 3.964 5.000 6.098
H 3.981 2.565 6.546
H 2.978 1.010 4.924
H 2.698 -1.031 3.888
H 4.747 -2.342 3.562
H 6.355 -1.707 1.790
H 5.871 0.239 0.335
H 3.775 1.487 0.604
C 0.636 -5.719 -4.666
C 1.757 -4.681 -4.515
C 2.327 -4.349 -5.900
C 2.873 -5.301 -3.674
C 1.196 -3.415 -3.873
C 1.695 -2.876 -2.701
C 1.120 -1.727 -2.186
Br 1.917 -0.923 -0.658
C 0.025 -1.064 -2.755
O -0.542 -0.054 -2.162
C -0.413 -1.554 -4.019
C 0.163 -2.716 -4.506
C -1.411 -0.745 -4.854
C -2.745 -0.561 -4.117
C -0.792 0.629 -5.155
C -1.715 -1.422 -6.193
H 1.025 -6.642 -5.105
H -0.163 -5.350 -5.309
H 0.200 -5.957 -3.693
H 2.756 -5.242 -6.363
H 3.106 -3.590 -5.822
H 1.555 -3.963 -6.566
H 3.239 -6.207 -4.162
H 2.520 -5.574 -2.678
H 3.717 -4.618 -3.563
H 2.532 -3.317 -2.179
H -0.186 -3.092 -5.458
H -2.606 0.030 -3.217
H -3.180 -1.525 -3.839
H -3.453 -0.042 -4.768
H -0.555 1.175 -4.243
H -1.486 1.223 -5.756
H 0.139 0.526 -5.715
H -2.183 -2.402 -6.062
H -0.817 -1.542 -6.800
H -2.409 -0.793 -6.753
Cl 3.141 3.275 -8.492
C 2.702 3.019 -6.803
C 1.572 3.630 -6.270
C 1.225 3.433 -4.954
C 1.989 2.603 -4.063
C 1.618 2.373 -2.751
C 3.142 1.999 -4.673
C 3.481 2.203 -5.989
H 0.962 4.264 -6.902
H 0.336 3.918 -4.565
H 0.744 2.878 -2.352
H 2.212 1.746 -2.097
H 3.760 1.347 -4.065
H 4.359 1.721 -6.404
```

Summary:
Multiplicity ... 6
Net charge ... -1
Kohn-Sham gap (alpha / beta) ... 3.511 / 3.443 eV
Energy relative to the best compared isomer or geometry (same formula, charge and spin) ... 0.920 eV
Largest force on an atom ... 0.4 eV Å⁻¹
Highest occupied orbital energy (alpha / beta) ... -1.9 / -1.9 eV
LUMO (alpha / beta) ... 1.65 / 1.59 eV

These are the Löwdin partial charges, in e, on atoms 1 to 99: 0.794, -0.095, -0.101, -0.057, -0.209, -0.183, -0.158, -0.194, 0.007, -0.001, -0.169, -0.040, -0.078, -0.060, -0.034, -0.246, 0.090, 0.097, 0.094, 0.087, 0.079, 0.096, 0.116, 0.109, 0.100, 0.109, 0.085, -0.436, 0.797, -0.524, -0.252, -0.300, -0.420, 1.036, -0.342, -0.099, -0.083, -0.085, -0.068, -0.085, -0.367, -0.133, -0.071, -0.085, -0.082, -0.132, 1.030, -0.367, -0.090, -0.079, -0.088, -0.078, -0.092, -0.417, -0.110, -0.078, -0.087, -0.085, -0.168, 0.023, 0.031, 0.028, 0.067, 0.067, 0.076, 0.118, 0.092, 0.087, 0.086, 0.102, 0.100, 0.103, 0.072, 0.070, 0.105, 0.099, 0.101, 0.085, 0.090, 0.102, 0.099, 0.102, 0.098, 0.076, 0.101, 0.099, 0.107, 0.100, -0.054, -0.563, -0.048, -0.075, -0.187, -0.089, -0.525, 0.900, -0.399, -0.280, -0.070